Entry from the Open Molecules 2025 dataset: the molecule C5H8N2S at a distorted geometry (ωB97M-V with the def2-TZVPD basis set).

The geometry in XYZ format:
```
16
Properties=species:S:1:pos:R:3
C -0.70 0.77 -3.37
C -0.46 0.40 -2.12
C -0.20 0.82 0.62
C 1.63 -1.80 2.01
C 0.19 -2.20 2.10
H -1.04 1.82 -3.62
H -0.66 0.01 -4.15
H -0.19 -0.61 -1.78
H -0.42 1.33 1.59
H 2.23 -1.69 2.90
H 2.14 -1.89 1.03
H -0.24 -2.72 1.29
H -0.13 -2.39 3.15
N 0.32 -0.33 0.59
N 0.56 -0.79 1.96
S -0.66 1.63 -0.86
```

Values from the calculation:
- frontier orbital gap (eV) = 9.5
- LUMO energy (eV) = 1.03
- highest occupied orbital energy (eV) = -8.50
- SMILES = C=CS/C=N/N1CC1
- energy above the lowest of the compared OMol25 structures with the same formula, charge and spin (kcal per mole) = 83.4

***

Entry from the Open Molecules 2025 dataset: a structure of composition CF4HgO3P at a distorted geometry (ωB97M-V with the def2-TZVPD basis set).

The geometry in XYZ format:
```
10
Properties=species:S:1:pos:R:3
C 1.60 0.22 -1.65
O -0.19 0.83 -0.38
O 1.82 -0.74 -0.93
O 1.96 0.88 -2.55
Hg -2.40 0.66 -1.06
P -0.11 -0.11 0.91
F -1.04 0.40 2.11
F -1.51 -0.95 0.32
F 0.37 -1.53 1.44
F 1.16 0.61 1.63
```

Values from the calculation:
- frontier orbital gap (alpha / beta) (eV) = 10.2 / 8.2
- expectation value of S² = 0.75
- LUMO energy (alpha / beta) (eV) = -0.21 / -3.69
- highest occupied orbital energy (alpha / beta) (eV) = -10.36 / -11.89
- multiplicity = 2
- energy above the lowest of the compared OMol25 structures with the same formula, charge and spin (kcal per mole) = 29.6

***

Entry from the Open Molecules 2025 dataset: the ion C5H6N with charge +1 at a distorted geometry (ωB97M-V with the def2-TZVPD basis set).

The geometry in XYZ format:
```
12
Properties=species:S:1:pos:R:3
C -0.36 0.05 2.41
C -0.27 -0.04 1.20
C 0.67 -1.36 -0.54
C 1.50 -0.37 -0.32
C -0.69 0.80 -1.10
N 0.11 -0.11 -0.10
H -0.90 0.11 3.33
H 0.27 -2.29 -0.88
H 2.34 0.29 -0.09
H -0.78 0.27 -2.13
H -1.75 1.01 -0.59
H -0.15 1.64 -1.17
```

Values from the calculation:
- frontier orbital gap (eV) = 10.8
- LUMO energy (eV) = -4.45
- highest occupied orbital energy (eV) = -15.29
- SMILES = C#C[N+]1(C)C=C1
- net charge = +1
- energy above the lowest of the compared OMol25 structures with the same formula, charge and spin (kcal per mole) = 147.9

***

Entry from the Open Molecules 2025 dataset: a cluster of 11 separate species, C56H67Cl8N5O4 in total at a distorted geometry (ωB97M-V with the def2-TZVPD basis set).

The geometry in XYZ format:
```
140
Properties=species:S:1:pos:R:3
Cl 19.43 -22.62 15.52
C 17.72 -22.91 15.08
C 16.97 -23.55 16.20
Cl 17.41 -25.25 16.47
H 17.72 -23.45 14.13
H 17.25 -21.96 14.81
H 15.91 -23.49 15.99
H 17.19 -23.04 17.13
Cl 12.98 -24.60 6.85
C 13.79 -26.08 6.27
C 14.86 -26.52 7.19
Cl 16.39 -25.70 6.75
H 14.15 -25.95 5.26
H 12.98 -26.81 6.23
H 15.01 -27.60 7.17
H 14.66 -26.22 8.22
Cl 16.82 -25.81 10.32
C 18.40 -26.35 9.67
C 19.32 -25.16 9.49
Cl 20.58 -25.52 8.25
H 18.14 -26.82 8.73
H 18.82 -27.03 10.39
H 19.90 -24.96 10.39
H 18.80 -24.26 9.19
Cl 7.90 -19.66 12.03
C 7.90 -19.91 10.26
C 8.39 -21.33 9.98
Cl 7.77 -21.92 8.42
H 8.60 -19.21 9.79
H 6.92 -19.63 9.93
H 8.00 -21.97 10.76
H 9.46 -21.41 10.16
C 5.73 -23.03 14.14
C 6.43 -22.92 12.80
C 5.50 -22.58 11.66
C 4.40 -23.56 11.53
N 3.55 -24.29 11.39
H 5.00 -22.21 14.23
H 6.40 -23.00 14.99
H 5.09 -23.92 14.10
H 7.05 -23.80 12.64
H 7.21 -22.15 12.88
H 5.98 -22.65 10.68
H 5.03 -21.61 11.77
C 12.61 -25.49 11.74
C 12.51 -25.01 10.30
C 11.42 -23.93 10.12
C 10.14 -24.23 10.72
N 9.07 -24.38 11.22
H 13.42 -26.22 11.85
H 11.68 -25.99 12.01
H 12.85 -24.69 12.44
H 12.16 -25.92 9.78
H 13.44 -24.72 9.82
H 11.27 -23.78 9.05
H 11.79 -22.97 10.49
C 15.30 -21.29 5.05
C 14.32 -21.61 6.16
C 13.57 -20.43 6.65
C 12.60 -20.77 7.64
N 11.85 -21.04 8.41
H 14.83 -20.78 4.22
H 15.74 -22.23 4.72
H 16.13 -20.69 5.43
H 14.79 -22.17 6.96
H 13.57 -22.30 5.77
H 13.14 -19.85 5.84
H 14.24 -19.73 7.17
C 11.90 -24.91 17.51
C 12.99 -24.01 16.96
C 12.82 -23.62 15.46
C 13.70 -22.48 15.14
N 14.47 -21.65 14.92
H 10.92 -24.56 17.19
H 11.98 -24.92 18.59
H 11.98 -25.92 17.11
H 13.97 -24.51 17.02
H 13.06 -23.12 17.58
H 11.82 -23.24 15.24
H 13.08 -24.42 14.77
C 9.50 -27.49 7.92
C 9.26 -26.07 7.43
C 7.78 -25.77 7.17
C 6.97 -26.00 8.36
N 6.32 -26.19 9.23
H 9.33 -27.60 8.99
H 10.54 -27.76 7.72
H 8.88 -28.23 7.40
H 9.95 -25.76 6.67
H 9.41 -25.44 8.32
H 7.45 -26.45 6.38
H 7.61 -24.75 6.81
C 13.54 -28.02 14.59
C 14.87 -27.57 14.65
C 15.90 -28.49 14.46
C 15.64 -29.79 14.09
C 14.33 -30.20 13.85
C 13.29 -29.32 14.16
C 14.07 -31.57 13.36
O 13.01 -31.91 13.05
C 15.18 -32.50 13.24
C 14.95 -33.79 12.76
C 16.04 -34.66 12.64
C 17.35 -34.25 12.85
C 17.54 -32.94 13.24
C 16.47 -32.07 13.49
C 16.79 -30.68 13.92
O 17.91 -30.29 14.06
H 12.73 -27.30 14.59
H 15.01 -26.52 14.87
H 16.89 -28.18 14.78
H 12.27 -29.64 13.98
H 13.94 -34.10 12.55
H 15.87 -35.69 12.33
H 18.14 -34.97 12.67
H 18.54 -32.60 13.48
C 19.67 -32.56 10.84
C 19.06 -33.66 10.27
C 17.77 -33.57 9.77
C 17.09 -32.38 9.89
C 17.69 -31.25 10.45
C 19.01 -31.35 10.88
C 16.97 -29.96 10.59
O 17.46 -29.01 11.07
C 15.55 -29.94 10.26
C 14.81 -28.83 10.59
C 13.44 -28.83 10.29
C 12.81 -29.98 9.85
C 13.53 -31.11 9.64
C 14.91 -31.08 9.80
C 15.66 -32.31 9.52
O 15.11 -33.24 9.06
H 20.68 -32.60 11.24
H 19.54 -34.63 10.31
H 17.23 -34.47 9.49
H 19.55 -30.48 11.23
H 15.38 -27.94 10.86
H 13.01 -27.84 10.42
H 11.73 -30.00 9.73
H 13.12 -32.05 9.29
```

Values from the calculation:
- frontier orbital gap (eV) = 8.4
- LUMO energy (eV) = -1.20
- highest occupied orbital energy (eV) = -9.64
- SMILES = O=C1c2ccccc2C(=O)c2ccccc21.O=C1c2ccccc2C(=O)c2ccccc21.CCCC#N.CCCC#N.CCCC#N.CCCC#N.CCCC#N.ClCCCl.ClCCCl.ClCCCl.ClCCCl
- energy above the lowest of the compared OMol25 structures with the same formula, charge and spin (kcal per mole) = 0.0

***

Entry from the Open Molecules 2025 dataset: the molecule C3H2F2S2 at a distorted geometry (ωB97M-V with the def2-TZVPD basis set).

The geometry in XYZ format:
```
9
Properties=species:S:1:pos:R:3
C 0.51 -0.38 0.85
C 0.92 -1.48 0.16
C -1.28 1.56 -0.45
F -1.34 2.78 -1.00
F -2.03 0.70 -1.18
S 0.10 1.22 0.45
S 0.84 -1.71 -1.51
H 0.86 -0.38 1.89
H 1.44 -2.32 0.78
```

Values from the calculation:
- frontier orbital gap (alpha / beta) (eV) = 6.0 / 7.5
- LUMO energy (alpha / beta) (eV) = -2.13 / -1.05
- highest occupied orbital energy (alpha / beta) (eV) = -8.12 / -8.52
- energy above the lowest of the compared OMol25 structures with the same formula, charge and spin (kcal per mole) = 66.4

***

Entry from the Open Molecules 2025 dataset: a cluster of 7 separate species, C19H36Br12O5S in total (ωB97M-V with the def2-TZVPD basis set).

The geometry in XYZ format:
```
73
Properties=species:S:1:pos:R:3
C 4.79 -2.05 -0.25
C 3.38 -1.97 -0.82
O 2.49 -1.68 0.26
C 1.14 -1.58 -0.08
C 0.83 -0.46 -1.08
C 1.57 0.84 -0.69
C 1.59 1.06 0.80
O 0.59 1.09 1.46
O 2.84 1.26 1.35
O 0.66 -2.79 -0.67
C 0.65 -3.91 0.07
O 0.59 -4.98 -0.47
S 0.59 -3.78 1.88
H 5.43 -2.63 -0.92
H 5.24 -1.06 -0.17
H 4.78 -2.55 0.72
H 3.35 -1.20 -1.60
H 3.11 -2.93 -1.27
H 0.62 -1.37 0.86
H -0.25 -0.33 -1.12
H 1.19 -0.77 -2.07
H 2.57 0.86 -1.12
H 1.03 1.69 -1.13
H 3.25 0.38 1.43
H 1.91 -3.68 2.06
Br -0.58 5.93 3.94
C -1.69 4.34 3.91
C -1.42 3.48 2.70
Br -2.21 4.27 1.10
H -2.72 4.68 3.96
H -1.43 3.79 4.82
H -1.89 2.51 2.81
H -0.37 3.35 2.50
Br -7.83 7.50 0.98
C -5.90 7.62 0.76
C -5.17 6.56 1.55
Br -5.14 6.98 3.45
H -5.61 8.63 1.05
H -5.72 7.48 -0.30
H -4.13 6.51 1.25
H -5.63 5.58 1.45
Br 7.79 -4.74 -2.37
C 6.63 -5.49 -3.74
C 6.05 -4.42 -4.62
Br 4.64 -3.43 -3.70
H 5.87 -6.06 -3.23
H 7.26 -6.16 -4.33
H 5.58 -4.86 -5.50
H 6.79 -3.69 -4.94
Br -5.97 2.81 2.07
C -6.01 3.20 3.98
C -5.48 2.05 4.80
Br -6.74 0.59 4.91
H -7.03 3.45 4.22
H -5.38 4.08 4.10
H -5.30 2.37 5.82
H -4.56 1.64 4.38
Br -5.43 -4.37 2.95
C -4.71 -5.41 1.48
C -3.21 -5.31 1.41
Br -2.65 -3.59 0.69
H -5.19 -5.06 0.58
H -5.01 -6.44 1.68
H -2.81 -6.06 0.73
H -2.74 -5.41 2.38
Br 1.68 0.66 -6.15
C 3.59 0.89 -6.44
C 4.40 -0.03 -5.58
Br 4.43 0.57 -3.73
H 3.81 1.94 -6.26
H 3.76 0.67 -7.50
H 5.44 -0.03 -5.90
H 4.02 -1.04 -5.57
```

Values from the calculation:
- frontier orbital gap (eV) = 9.8
- LUMO energy (eV) = 0.16
- highest occupied orbital energy (eV) = -9.63
- SMILES = CCO[C@@H](CCC(=O)O)OC(=O)S.BrCCBr.BrCCBr.BrCCBr.BrCCBr.BrCCBr.BrCCBr